one.
The following is a DFT calculation (ωB97M-V with the def2-TZVPD basis set) of a structure of composition C7H13N.

Last column: Mulliken charge in e.
Element x y z (Å)
C 1.175 -1.000 -0.102  0.326
C 1.100 0.888 0.135  -1.104
C 0.599 -1.287 -1.391  -1.012
C 0.472 -1.592 1.103  -1.335
C -0.279 1.312 0.154  0.665
C -1.180 0.901 -1.005  -0.043
C -0.855 1.929 1.200  -1.120
N -2.455 0.629 -0.766  -0.690
H 2.260 -1.097 -0.063  0.413
H -2.554 0.024 0.052  0.292
H 1.654 1.056 1.053  0.452
H 1.644 1.184 -0.759  0.334
H -1.024 1.534 -1.884  0.401
H 1.232 -1.084 -2.249  0.332
H -0.444 -0.294 -1.528  0.051
H -0.001 -2.186 -1.476  0.371
H 0.775 -1.102 2.028  0.350
H -0.609 -1.485 1.018  0.241
H 0.704 -2.654 1.193  0.418
H -0.309 2.137 2.111  0.304
H -1.904 2.187 1.177  0.357

Properties
- Frontier orbital gap (spin up / spin down): 8.602 / 8.603 eV
- Highest occupied orbital energy (spin up / spin down): -8.575 / -8.576 eV
- Charge: 0

=====

two.
The following is a DFT calculation (ωB97M-V with the def2-TZVPD basis set) of a cluster of 2 separate species, C7H13N in total.

Last column: Mulliken charge in e.
Element x y z (Å)
C -1.364 -2.009 -0.521  -1.070
C -1.653 -0.862 0.088  0.845
C -2.822 0.007 -0.278  -1.150
C -0.820 -0.366 1.137  0.298
N -0.491 0.219 2.084  -0.561
H -1.972 -2.375 -1.334  0.294
H -0.537 -2.635 -0.240  0.327
H -3.553 0.017 0.528  0.317
H -2.503 1.036 -0.439  0.287
H -3.298 -0.361 -1.182  0.384
C 1.778 1.841 0.591  -0.989
C 1.488 0.913 -0.554  -0.259
C 1.797 -0.647 -0.127  -1.246
H 2.844 1.881 0.809  0.335
H 1.220 1.475 1.478  0.247
H 1.400 2.847 0.396  0.292
H 2.107 1.114 -1.426  0.397
H 0.438 0.965 -0.842  0.175
H 2.875 -0.673 -0.012  0.456
H 1.529 -1.121 0.818  0.374
H 1.536 -1.267 -0.975  0.247

Properties
- Frontier orbital gap: 10.753 eV
- SMILES: C=C(C)C#N.CCC
- Highest occupied orbital energy: -10.142 eV
- Charge: 0

=====

Stability ranking, top and bottom: two is the most stable and one is the least stable.

=====

one.
The following is a DFT calculation (ωB97M-V with the def2-TZVPD basis set) of a cluster of 2 separate species, C3H5N3O2S in total.

Last column: Mulliken charge in e.
Element x y z (Å)
C -1.959 0.025 0.076  0.216
C -1.916 -2.796 0.427  -0.195
C 0.186 0.687 0.689  0.156
N -1.018 0.050 0.902  -0.507
N -1.277 -3.725 0.229  -0.078
N 0.781 0.927 1.902  -0.464
O -2.026 0.564 -1.170  -0.408
O -0.059 2.040 -0.032  -0.414
S -0.752 1.822 -1.599  0.188
H -3.018 -0.452 0.339  0.381
H 0.874 0.216 0.062  0.332
H -0.927 -4.628 -0.085  0.300
H 0.274 1.316 2.653  0.234
H 1.767 1.104 1.656  0.259

Properties
- Frontier orbital gap: 9.013 eV
- Highest occupied orbital energy: -8.805 eV
- Charge: 0

=====

two.
The following is a DFT calculation (ωB97M-V with the def2-TZVPD basis set) of a cluster of 2 separate species, C3H5N3O2S in total.

Last column: Mulliken charge in e.
Element x y z (Å)
C 0.376 0.642 0.401  -0.015
C 2.312 -1.091 0.077  -0.131
C 0.925 -0.640 -0.015  0.373
N -0.108 1.675 0.415  -0.564
N 1.322 -1.719 0.807  -0.387
N -2.996 1.201 0.008  -0.464
O -1.853 -0.910 -0.679  -0.517
O -4.228 -1.037 0.228  -0.442
S -2.885 -0.547 0.305  0.775
H 2.669 -1.613 -0.814  0.206
H 3.064 -0.582 0.647  0.281
H 0.092 -0.902 -0.783  0.275
H -3.316 1.838 0.752  0.275
H -2.173 1.607 -0.291  0.334

Properties
- Frontier orbital gap (spin up / spin down): 8.873 / 8.001 eV
- Highest occupied orbital energy (spin up / spin down): -10.141 / -10.614 eV
- Charge: 0

=====

Stability ranking, top and bottom: one is the most stable and two is the least stable.

=====

one.
The following is a DFT calculation (ωB97M-V with the def2-TZVPD basis set) of the ion C4H9N2S with charge +1.

Last column: Mulliken charge in e.
Element x y z (Å)
C -0.284 1.660 -0.397  -0.481
C 0.951 -1.174 -0.769  -0.500
C 0.853 1.194 0.462  -0.200
C -0.795 -0.344 0.690  -0.681
N -1.146 0.552 -0.320  -0.279
N 0.012 -1.568 0.312  -0.216
S 2.148 0.138 -0.103  -0.022
H -0.701 2.504 0.162  0.334
H -0.049 2.038 -1.367  0.347
H 1.569 -2.035 -1.080  0.390
H 0.274 -0.639 -1.434  0.432
H 1.136 1.684 1.367  0.406
H -1.507 -0.514 1.461  0.468
H -2.161 0.565 -0.305  0.280
H -0.726 -2.352 0.149  0.405
H 0.424 -1.709 1.171  0.316

Properties
- Frontier orbital gap (spin up / spin down): 7.958 / 8.056 eV
- Highest occupied orbital energy (spin up / spin down): -12.455 / -12.556 eV
- Charge: +1

=====

two.
The following is a DFT calculation (ωB97M-V with the def2-TZVPD basis set) of the ion C4H9N2S with charge +1.

Last column: Mulliken charge in e.
Element x y z (Å)
C -2.608 -1.084 -0.308  -0.121
N -1.461 -0.668 -0.569  0.494
C -0.744 -0.921 -1.856  -0.904
N -0.896 0.173 0.367  -0.626
C 0.349 0.484 0.565  0.019
S 0.762 1.786 1.603  0.087
C 2.544 1.445 1.733  -0.896
H -3.092 -0.552 0.612  0.323
H -3.101 -1.650 -1.136  0.233
H -1.501 -1.139 -2.607  0.340
H -0.076 -1.881 -1.835  0.336
H -0.173 -0.091 -2.175  0.382
H 1.200 -0.251 0.280  0.325
H 3.093 2.297 2.150  0.360
H 2.951 1.429 0.703  0.325
H 2.753 0.624 2.473  0.324

Properties
- Frontier orbital gap: 8.440 eV
- SMILES: C=[N+](C)/N=C/SC
- Highest occupied orbital energy: -13.233 eV
- Charge: +1

=====

Stability ranking, top and bottom: two is the most stable and one is the least stable.

=====

one.
The following is a DFT calculation (ωB97M-V with the def2-TZVPD basis set) of a cluster of 2 separate species, C11H17NO2S in total.

Last column: Mulliken charge in e.
Element x y z (Å)
C 4.486 -1.451 1.892  -0.537
C 4.287 -0.167 1.458  -0.446
C 3.375 -2.293 2.096  -0.560
C 3.007 0.256 0.976  -0.272
C 2.171 -1.920 1.566  -0.508
C 2.046 -0.674 1.001  0.400
C -4.281 0.749 0.286  -0.733
C -3.044 1.390 0.723  -0.426
C -3.395 1.914 -1.857  -1.691
C 1.393 -0.144 -2.069  -0.693
C -3.161 0.950 -0.694  1.062
N 0.512 -0.978 -1.265  -0.363
O -0.666 -1.138 0.924  -0.628
O -2.390 -0.102 -1.128  -0.560
S 0.324 -0.301 0.299  0.587
H 5.463 -1.667 2.170  0.440
H 5.165 0.498 1.306  0.294
H 3.586 -3.218 2.673  0.320
H 3.062 1.352 0.640  0.320
H 1.303 -2.504 1.430  0.488
H -4.472 -0.318 0.558  0.204
H -2.941 2.475 0.857  0.205
H -2.317 0.814 1.277  0.183
H -5.128 1.354 0.121  0.293
H -3.920 2.775 -1.434  0.351
H -2.567 2.369 -2.328  0.391
H -3.986 1.540 -2.591  0.411
H 2.128 0.425 -1.370  0.202
H 1.994 -0.756 -2.668  0.260
H 0.733 0.546 -2.585  0.292
H -0.335 -0.955 -1.726  0.393
H -2.435 -0.821 -0.536  0.321

Properties
- Frontier orbital gap: 9.452 eV
- Highest occupied orbital energy: -8.606 eV
- Charge: 0

=====

two.
The following is a DFT calculation (ωB97M-V with the def2-TZVPD basis set) of the molecule C11H17NO2S.

Last column: Mulliken charge in e.
Element x y z (Å)
C -1.010 2.974 1.875  -1.110
C 0.169 3.231 0.941  -0.386
C 1.328 2.241 1.107  -0.982
C 1.156 0.929 0.333  0.274
C 2.428 0.080 0.397  -1.650
N 0.035 0.140 0.798  -0.137
S -1.343 0.023 -0.119  1.251
O -1.370 1.051 -1.120  -0.654
O -2.445 -0.107 0.791  -0.717
C -1.053 -1.548 -0.921  0.176
C -1.380 -2.711 -0.253  -0.380
C -1.103 -3.932 -0.846  -0.621
C -0.500 -3.972 -2.093  -0.375
C -0.177 -2.797 -2.755  -0.667
C -0.455 -1.575 -2.165  -0.272
H -1.711 3.803 1.816  0.345
H -1.546 2.070 1.599  0.248
H -0.673 2.888 2.908  0.310
H -0.183 3.199 -0.091  0.230
H 0.551 4.236 1.136  0.371
H 2.246 2.710 0.745  0.397
H 1.471 2.013 2.167  0.395
H 0.928 1.162 -0.712  0.466
H 2.680 -0.143 1.431  0.328
H 3.260 0.610 -0.059  0.404
H 2.276 -0.858 -0.132  0.394
H -0.141 0.170 1.787  0.358
H -1.858 -2.639 0.711  0.423
H -1.358 -4.850 -0.338  0.388
H -0.284 -4.924 -2.555  0.380
H 0.288 -2.834 -3.729  0.399
H -0.230 -0.641 -2.655  0.414

Properties
- Frontier orbital gap: 10.263 eV
- SMILES: CCC[C@@H](C)NS(=O)(=O)c1ccccc1
- Highest occupied orbital energy: -9.479 eV
- Charge: 0

=====

Stability ranking, top and bottom: two is the most stable and one is the least stable.

=====

one.
The following is a DFT calculation (ωB97M-V with the def2-TZVPD basis set) of the molecule C4H5NOS.

Last column: Mulliken charge in e.
Element x y z (Å)
C 0.423 1.637 0.219  -0.480
C 1.296 0.742 -0.299  -0.040
C 1.030 -0.744 -0.308  0.397
O 1.949 -1.534 -0.605  -0.527
C -0.261 -1.430 0.314  0.005
N -1.491 -1.144 0.425  -0.396
S -2.207 -0.112 -0.624  -0.126
H -0.693 1.489 0.605  0.198
H 0.830 2.760 0.064  0.207
H 2.557 1.084 -0.420  0.224
H -0.025 -2.383 0.777  0.368
H -3.407 -0.364 -0.149  0.169

Properties
- Frontier orbital gap: 8.570 eV
- SMILES: C=CC(=O)/C=N\S
- Highest occupied orbital energy: -9.187 eV
- Charge: 0

=====

two.
The following is a DFT calculation (ωB97M-V with the def2-TZVPD basis set) of the molecule C4H5NOS.

Last column: Mulliken charge in e.
Element x y z (Å)
C -2.554 -0.030 -0.586  -0.830
S -1.140 -0.830 0.305  -0.065
C -0.040 0.515 0.306  0.505
O -0.434 1.530 -0.251  -0.528
C 1.331 0.289 0.895  -0.385
C 2.249 -0.176 -0.160  0.216
N 3.041 -0.528 -0.918  -0.364
H -3.287 -0.792 -0.793  0.332
H -2.207 0.369 -1.482  0.303
H -2.990 0.737 0.019  0.291
H 1.302 -0.422 1.787  0.291
H 1.697 1.252 1.294  0.234

Properties
- Frontier orbital gap: 10.530 eV
- SMILES: CSC(=O)CC#N
- Highest occupied orbital energy: -10.027 eV
- Charge: 0

=====

Stability ranking, top and bottom: two is the most stable and one is the least stable.

=====

one.
The following is a DFT calculation (ωB97M-V with the def2-TZVPD basis set) of the molecule C5H11NO2.

Last column: Mulliken charge in e.
Element x y z (Å)
C -0.832 -0.478 -1.532  -1.348
C -0.011 -0.508 -0.244  0.371
C -0.972 -0.376 0.937  0.245
O -1.483 0.646 1.298  -0.555
O -1.189 -1.562 1.543  -0.452
N 1.129 0.398 -0.063  -0.088
C 0.801 1.780 -0.443  -0.920
C 2.264 -0.074 -0.857  -1.090
H -1.531 -1.314 -1.585  0.431
H -0.164 -0.503 -2.397  0.354
H -1.436 0.431 -1.584  0.309
H 0.435 -1.498 -0.134  0.378
H -1.660 -1.421 2.377  0.354
H -0.280 1.906 -0.363  0.329
H 1.117 2.477 0.346  0.294
H 1.211 2.075 -1.410  0.313
H 2.218 0.257 -1.897  0.378
H 3.178 0.362 -0.438  0.347
H 2.404 -1.153 -0.788  0.351

Properties
- Frontier orbital gap: 9.647 eV
- SMILES: C[C@H](C(=O)O)N(C)C
- Highest occupied orbital energy: -8.836 eV
- Charge: 0

=====

two.
The following is a DFT calculation (ωB97M-V with the def2-TZVPD basis set) of a cluster of 2 separate species, C5H11NO2 in total.

Last column: Mulliken charge in e.
Element x y z (Å)
C 0.667 -1.334 0.609  -1.533
C 0.017 -0.277 1.175  1.247
C 0.730 0.973 1.583  -1.486
N -1.301 -0.344 1.552  -0.481
H 0.161 -2.283 0.512  0.373
H 1.742 -1.385 0.647  0.335
H 0.746 1.047 2.671  0.395
H 1.743 0.973 1.188  0.333
H 0.207 1.845 1.188  0.403
H -1.788 0.537 1.612  0.245
H -1.843 -1.073 1.111  0.238
O 1.563 -1.047 -2.098  -0.559
C 0.487 -0.757 -1.625  0.387
C -0.049 0.758 -1.650  -0.497
O -1.384 0.921 -1.234  -0.479
H -0.397 -1.421 -1.699  0.201
H 0.076 1.071 -2.698  0.355
H 0.576 1.429 -1.062  0.193
H -1.952 0.365 -1.780  0.330

Properties
- Frontier orbital gap: 8.934 eV
- SMILES: C=C(C)N.O=CCO
- Highest occupied orbital energy: -8.257 eV
- Charge: 0

=====

Stability ranking, top and bottom: one is the most stable and two is the least stable.